# C37H51Cl4GeInN2O5Si

A structure of composition C37H51Cl4GeInN2O5Si (wB97M-V/def2-TZVPD, the Open Molecules 2025 dataset).

Last column: Löwdin charge in e.
Cartesian coordinates (Å):
In1 -0.17 0.24 0.21  0.8288
Ge1 -2.06 -1.92 -1.25  1.0666
Cl1 2.05 -2.62 0.56  0.6407
Cl2 4.58 -2.44 -0.94  0.5840
Cl3 4.43 4.08 -3.48  0.7213
Cl4 0.84 5.24 0.35  0.7330
Si1 2.44 0.64 2.67  0.4838
O1 -0.45 -2.45 -1.96  -0.3516
O2 -1.87 1.28 1.57  -0.0492
O3 0.18 2.34 0.19  -0.1386
O4 -1.60 -0.02 -1.39  -0.3705
O5 -1.22 -1.60 0.53  -0.3807
N1 1.44 0.50 -1.32  0.0635
N2 0.66 0.54 2.30  0.0140
C1 -1.96 0.72 -2.60  -0.6299
C2 1.96 -0.41 -2.11  -0.1508
C3 -3.68 4.26 0.47  -0.0449
C4 3.37 1.19 -3.18  0.0190
C5 -3.45 0.52 -2.85  -0.0387
C6 2.59 4.46 -1.56  -0.1063
C7 -0.10 -4.85 -1.97  -0.0366
C8 -1.79 -3.89 1.13  -0.0556
C9 3.20 3.56 -2.39  -0.6045
C10 3.72 -3.22 0.39  -0.9254
C11 -0.83 1.30 5.58  -0.0420
C12 -4.10 1.52 0.74  -0.0013
C13 -3.02 -1.95 2.11  -0.0194
C14 0.99 -3.34 -3.63  -0.0331
C15 -2.09 1.77 5.18  -0.0147
C16 -2.91 2.11 1.10  -0.2660
C17 2.75 2.31 3.45  -0.1388
C18 3.45 0.63 1.11  -0.1561
C19 -2.66 3.47 0.98  -0.0072
C20 -1.68 2.19 -2.39  0.0020
C21 -4.89 3.70 0.10  -0.0628
C22 2.93 -0.10 -3.07  -0.0316
C23 -1.66 -2.46 1.63  -0.6441
C24 0.07 0.89 4.64  -0.0165
C25 -1.55 1.34 2.89  -0.1765
C26 1.58 4.05 -0.67  -0.5697
C27 -1.15 0.20 -3.78  -0.0098
C28 -0.22 0.91 3.24  -0.2754
C29 -2.45 1.79 3.84  0.0260
C30 -0.65 -2.47 2.77  -0.0353
C31 1.14 2.74 -0.59  -0.4123
C32 1.82 1.81 -1.44  -0.1737
C33 -1.46 -3.77 -3.76  -0.0595
C34 2.90 -0.82 3.76  -0.1563
C35 -0.28 -3.59 -2.82  -0.6940
C36 -5.11 2.34 0.23  -0.0617
C37 2.82 2.19 -2.36  -0.1606
H1 1.87 -3.31 -2.98  0.0737
H2 -0.39 -1.47 3.10  0.0509
H3 0.66 -4.69 -1.21  0.0629
H4 -3.51 5.33 0.36  0.1157
H5 3.84 -1.26 3.42  0.0327
H6 -4.24 0.45 0.85  0.1197
H7 -1.69 3.86 1.24  0.1064
H8 1.58 -1.42 -1.99  0.0602
H9 0.26 -3.00 2.47  0.0430
H10 -3.72 -1.91 1.27  0.0757
H11 -1.61 -2.89 -4.39  0.0751
H12 2.14 -1.61 3.72  0.0225
H13 -3.42 2.15 3.53  0.1338
H14 -2.03 -4.55 1.97  0.1020
H15 -1.04 -5.11 -1.47  0.0778
H16 -3.75 1.08 -3.74  0.0985
H17 3.38 1.59 0.58  0.0415
H18 -1.08 -3.00 3.62  0.1056
H19 -1.34 -0.86 -3.97  0.0612
H20 1.15 -4.14 -4.36  0.0948
H21 4.25 -3.02 1.31  0.0278
H22 -5.68 4.33 -0.30  0.1110
H23 -0.85 -4.23 0.69  0.0721
H24 2.30 2.48 4.42  0.0327
H25 -1.41 0.76 -4.68  0.1035
H26 -1.28 -4.62 -4.42  0.0943
H27 -2.12 2.77 -3.21  0.1061
H28 3.31 -0.89 -3.70  0.1151
H29 -2.11 2.55 -1.45  0.0765
H30 -0.59 1.26 6.63  0.1194
H31 0.19 -5.70 -2.60  0.0936
H32 3.27 -0.18 0.41  -0.0292
H33 4.12 1.46 -3.91  0.1020
H34 4.48 0.54 1.45  0.0588
H35 -4.04 0.89 -2.00  0.0752
H36 3.04 -0.53 4.81  0.0388
H37 -2.38 -3.97 -3.22  0.0647
H38 -3.43 -2.64 2.85  0.1003
H39 -3.71 -0.53 -3.02  0.0595
H40 -0.61 2.40 -2.38  0.0789
H41 -6.05 1.91 -0.06  0.1153
H42 2.40 3.09 2.77  0.0416
H43 0.91 -2.40 -4.17  0.0849
H44 3.66 -4.28 0.18  0.0336
H45 -2.95 -0.96 2.57  0.0745
H46 -0.08 0.33 -3.60  0.0766
H47 -2.81 2.11 5.92  0.1216
H48 3.83 2.45 3.56  0.0493
H49 -2.59 -4.01 0.39  0.0631
H50 1.03 0.51 4.96  0.0911
H51 2.89 5.50 -1.58  0.1129

Summary:
**Energy above the lowest of the compared OMol25 structures with the same formula, charge and spin**: 0.000 eV
**E_tot**: -172071.529 eV
**E_LUMO (spin up / spin down)**: -2.6 / -4.9 eV
**2S+1**: 2
**M**: 961.1 g mol⁻¹
**Charge**: +1
**Kohn-Sham gap (spin up / spin down)**: 7.515 / 5.206 eV